{"formula": "C30H52N8O10", "method": "ωB97M-V/def2-TZVPD", "species": ["O", "N", "O", "C", "C", "C", "C", "C", "C", "H", "H", "H", "H", "H", "O", "N", "O", "C", "C", "C", "C", "C", "C", "H", "H", "H", "H", "H", "C", "N", "C", "C", "O", "H", "H", "H", "H", "H", "H", "H", "C", "N", "C", "C", "O", "H", "H", "H", "H", "H", "H", "H", "C", "N", "C", "C", "O", "H", "H", "H", "H", "H", "H", "H", "C", "N", "C", "C", "O", "H", "H", "H", "H", "H", "H", "H", "C", "N", "C", "C", "O", "H", "H", "H", "H", "H", "H", "H", "C", "N", "C", "C", "O", "H", "H", "H", "H", "H", "H", "H"], "coordinates": [[1.53, -2.15, -0.72], [1.18, -1.12, 0.05], [1.18, -1.12, 1.25], [0.25, -0.23, -0.57], [0.05, 1.23, -0.09], [-0.77, 2.23, -0.89], [-1.38, 1.71, -2.26], [-1.16, 0.41, -2.77], [-0.45, -0.66, -1.94], [0.52, 1.62, 0.91], [-0.88, 3.28, -0.58], [-1.96, 2.28, -3.01], [-1.64, 0.39, -3.69], [-0.39, -1.78, -2.05], [0.82, -4.38, 3.64], [0.16, -3.78, 4.54], [0.47, -3.88, 5.75], [-0.95, -2.95, 4.16], [-1.91, -2.28, 5.24], [-3.06, -1.40, 4.81], [-3.33, -1.29, 3.30], [-2.59, -1.83, 2.24], [-1.26, -2.60, 2.62], [-1.60, -2.43, 6.17], [-3.66, -0.84, 5.43], [-3.94, -0.37, 3.20], [-2.79, -1.77, 1.07], [-0.70, -3.05, 1.94], [-4.49, 4.75, -5.97], [-4.04, 3.55, -5.22], [-2.60, 3.19, -5.53], [-4.77, 2.91, -4.30], [-4.29, 1.97, -3.59], [-5.29, 5.26, -5.47], [-4.90, 4.37, -6.80], [-3.86, 5.56, -6.08], [-2.40, 3.06, -6.53], [-2.12, 2.16, -5.12], [-1.87, 3.75, -5.33], [-5.76, 3.15, -4.15], [2.19, -2.86, -4.22], [1.10, -3.80, -4.49], [1.22, -5.11, -3.72], [0.28, -3.63, -5.52], [-0.60, -4.49, -5.82], [2.72, -2.41, -5.18], [3.05, -3.18, -3.64], [1.91, -1.93, -3.74], [0.29, -5.20, -3.19], [2.09, -5.04, -3.21], [1.40, -5.88, -4.66], [0.23, -2.47, -5.97], [1.16, 2.37, 5.39], [0.11, 2.33, 4.32], [-0.27, 1.04, 3.85], [-0.48, 3.51, 3.88], [-1.39, 3.45, 3.06], [0.94, 1.73, 6.37], [1.10, 3.38, 5.63], [2.14, 2.24, 5.05], [-0.60, 0.86, 2.88], [-1.06, 0.67, 4.39], [0.52, 0.33, 4.17], [-0.12, 4.35, 4.35], [2.91, -5.33, 0.59], [4.34, -4.88, 0.05], [4.47, -3.75, -0.92], [5.41, -5.54, 0.43], [6.57, -5.06, 0.04], [2.51, -6.00, -0.15], [2.11, -4.71, 0.64], [2.56, -5.70, 1.63], [4.94, -3.99, -1.92], [5.29, -3.10, -0.36], [3.69, -3.21, -1.18], [5.45, -6.30, 1.13], [3.73, -2.61, 3.16], [3.78, -1.23, 3.71], [3.87, 0.00, 2.77], [3.64, -1.12, 5.09], [3.24, -0.04, 5.67], [2.87, -2.78, 2.68], [3.66, -3.56, 3.77], [4.62, -2.91, 2.59], [4.68, 0.64, 3.07], [2.85, 0.31, 2.59], [3.96, -0.66, 1.88], [3.60, -2.10, 5.43], [-2.47, 6.61, -0.14], [-3.15, 6.56, -1.44], [-3.33, 5.26, -2.00], [-3.76, 7.67, -1.95], [-4.35, 7.52, -3.04], [-1.77, 5.86, -0.10], [-3.18, 6.22, 0.54], [-2.07, 7.50, 0.04], [-2.96, 4.99, -2.97], [-4.26, 5.07, -2.32], [-2.95, 4.59, -1.31], [-3.84, 8.59, -1.35]], "mulliken_charge": [-0.43, 0.67, -0.25, 0.24, -0.02, -0.62, 0.33, -0.83, -0.39, 0.11, 0.42, -0.27, 0.52, 0.43, -0.52, 0.91, -0.56, -0.03, -0.67, -0.58, -0.23, -0.45, -0.56, 0.62, 0.53, 0.27, 0.23, 1.00, -1.37, 0.17, -1.10, -0.16, -0.59, 0.43, 0.50, 0.41, 0.54, 0.03, 0.68, 0.58, -0.71, 0.24, -0.92, 0.11, -0.61, 0.33, 0.12, 0.27, 0.26, 0.40, 0.30, 0.21, -0.84, 0.23, -1.56, -0.03, -0.61, 0.21, 0.37, 0.34, 0.39, 0.82, 0.27, 0.41, -1.22, 0.24, -0.86, -0.05, -0.66, 0.49, 0.36, 0.38, 0.28, 0.29, 0.32, 0.46, -1.25, 0.14, -0.75, -0.03, -0.60, 0.52, 0.39, 0.40, 0.39, 0.07, 0.31, 0.44, -1.24, 0.16, -1.16, 0.05, -0.62, 0.34, 0.46, 0.46, 0.29, 0.49, 0.39, 0.35], "spin_multiplicity": 1, "e_lumo_ha": -0.068, "molar_mass_g_mol": 684.79, "de_lowest_kcal_mol": 396.1, "smiles": "O=[N+]([O-])c1ccccc1.O=[N+]([O-])c1ccccc1.CN(C)C=O.CN(C)C=O.CN(C)C=O.CN(C)C=O.CN(C)C=O.CN(C)C=O", "e_homo_ha": -0.3367, "max_force_ha_per_bohr": 0.195}